1.
Formula: C6H10
Source: the OMol25 dataset
Level of theory: the ωB97M-V functional and the def2-TZVPD basis

Properties
<S²>: 2.04
2S+1: 3
M (g/mol): 82.15
Total energy (Ha): -234.29450
Relative energy (zero: lowest compared OMol25 entry of this formula, charge and spin) (kcal/mol): 69.2
HOMO (alpha / beta) (eV): -5.084 / -10.044
Frontier orbital gap (alpha / beta) (eV): 6.074 / 8.676
Charge: 0

Bonds (Å) are listed after each position.
Element x y z (Å)
1 C 0.60150 1.43602 -1.57900  C2 1.502, C4 1.354, H11 1.098
2 C 0.45177 0.37675 -0.52424  C1 1.502, C3 1.484, C4 1.433
3 C -0.02416 0.63008 0.85856  C2 1.484, C5 1.497, H13 1.149, H14 1.209
4 C 1.69374 0.78576 -1.11124  C1 1.354, C2 1.433, H15 1.024
5 C 0.33868 -0.44198 1.83763  C3 1.497, H7 1.047, H8 1.135, H10 1.005
6 C -0.67921 -1.32994 -1.33662  H9 1.061, H12 1.020, H16 1.061
7 H 1.34293 -0.39391 2.13095  C5 1.047
8 H 0.17761 -1.48164 1.41165  C5 1.135
9 H -1.26252 -1.51553 -0.46953  C6 1.061
10 H -0.38799 -0.43799 2.53176  C5 1.005
11 H 0.38435 2.02339 -2.48120  C1 1.098
12 H -1.11623 -0.78874 -2.08312  C6 1.020
13 H 0.39695 1.63448 1.22445  C3 1.149
14 H -1.22723 0.74675 0.84579  C3 1.209
15 H 2.69508 0.94003 -0.96266  C4 1.024
16 H 0.08814 -2.02320 -1.57255  C6 1.061


2.
Formula: C6H6
Source: the OMol25 dataset
Level of theory: the ωB97M-V functional and the def2-TZVPD basis

Properties
M (g/mol): 78.11
Total energy (Ha): -232.14852
Relative energy (zero: lowest compared OMol25 entry of this formula, charge and spin) (kcal/mol): 48.8
HOMO (eV): -8.407
SMILES: C=C1C=CC=C1
Frontier orbital gap (eV): 8.357
Charge: 0

Bonds (Å) are listed after each position.
Element x y z (Å)
1 C 0.81551 -0.16106 1.43700  C2 1.436, C3 1.383, H9 1.094
2 C -0.07543 -1.21408 1.03771  C1 1.436, C6 1.354, H10 1.162
3 C 0.69928 0.80601 0.45509  C1 1.383, C5 1.467, H8 1.136
4 C -0.36047 0.83425 -1.79400  C5 1.310, H11 1.044, H12 1.099
5 C -0.17246 0.30221 -0.61125  C3 1.467, C4 1.310, C6 1.459
6 C -0.67273 -0.99134 -0.15695  C2 1.354, C5 1.459, H7 1.094
7 H -1.41433 -1.55943 -0.72643  C6 1.094
8 H 1.00720 1.89601 0.54528  C3 1.136
9 H 1.42120 -0.14090 2.34819  C1 1.094
10 H -0.18940 -2.08292 1.80009  C2 1.162
11 H -1.04087 0.43507 -2.47743  C4 1.044
12 H -0.01751 1.87617 -1.85731  C4 1.099


3.
Formula: C3H17NO4
Source: the OMol25 dataset
Level of theory: the ωB97M-V functional and the def2-TZVPD basis

Properties
<S²>: 0.75
2S+1: 2
M (g/mol): 131.17
Total energy (Ha): -479.82841
Relative energy (zero: lowest compared OMol25 entry of this formula, charge and spin) (kcal/mol): 28.2
HOMO (alpha / beta) (eV): -13.333 / -13.333
Frontier orbital gap (alpha / beta) (eV): 9.823 / 4.143
Charge: +1

Bonds (Å) are listed after each position.
Element x y z (Å)
1 O -1.10246 -1.26714 -0.34537  H12 0.979, H22 0.963
2 O 1.14950 -2.90039 -0.70962  H11 0.964, H23 0.964
3 O -1.56255 -2.45388 2.50527  H17 0.956, H19 0.969
4 O 0.89239 -3.67319 1.93470  H20 0.962, H25 0.956
5 N 0.47473 2.28944 0.07553  C7 1.472, C8 1.574, H24 1.037
6 C 1.00756 2.23960 -2.39235  C7 1.523, H10 1.110, H14 1.090, H21 1.104
7 C -0.04956 2.19225 -1.29631  N5 1.472, C6 1.523, H9 1.099, H18 1.092
8 C -0.77259 2.44654 1.02211  N5 1.574, H13 1.069, H15 1.108, H16 1.091
9 H -0.84485 2.89687 -1.57514  C7 1.099
10 H 1.48997 3.23089 -2.52447  C6 1.110
11 H 1.38199 -3.77577 -0.37952  O2 0.964
12 H -0.48563 -2.01526 -0.48102  O1 0.979
13 H -0.88229 3.47581 1.29115  C8 1.069
14 H 0.53108 2.05434 -3.35541  C6 1.090
15 H -0.46662 1.88205 1.92489  C8 1.108
16 H -1.55513 1.87095 0.52581  C8 1.091
17 H -1.15284 -1.72255 2.04550  O3 0.956
18 H -0.46367 1.18282 -1.25209  C7 1.092
19 H -2.43519 -2.64527 2.12999  O3 0.969
20 H 0.08464 -4.11896 2.20634  O4 0.962
21 H 1.78127 1.50567 -2.10600  C6 1.104
22 H -0.51318 -0.50705 -0.28969  O1 0.963
23 H 1.86017 -2.66030 -1.31558  O2 0.964
24 H 0.88263 3.23947 0.15663  N5 1.037
25 H 0.75063 -2.76693 2.20464  O4 0.956


4.
Formula: C4H7N3O2
Source: the OMol25 dataset
Level of theory: the ωB97M-V functional and the def2-TZVPD basis

Properties
M (g/mol): 129.12
Total energy (Ha): -471.00336
Relative energy (zero: lowest compared OMol25 entry of this formula, charge and spin) (kcal/mol): 250.8
HOMO (eV): -6.861
Frontier orbital gap (eV): 5.899
Charge: 0

Bonds (Å) are listed after each position.
Element x y z (Å)
1 O -1.73752 1.71542 -0.27222  C8 1.411
2 O 0.84648 2.13533 -0.22089  C7 1.372, H13 1.081
3 N -2.36784 -1.21836 0.00009  N5 1.392, H10 1.122, H14 1.064
4 N 2.50704 -0.62733 -0.13412  C6 1.249, H12 1.115
5 N -1.10598 -0.63138 -0.04334  N3 1.392, C8 1.331, C9 1.393
6 C 1.27473 -0.42507 -0.13550  N4 1.249, C7 1.434, C9 1.465
7 C 0.53481 0.80349 -0.10789  O2 1.372, C6 1.434, C8 1.358
8 C -0.81605 0.66790 -0.06164  O1 1.411, N5 1.331, C7 1.358
9 C 0.09536 -1.26881 -0.34613  N5 1.393, C6 1.465, H15 1.040
10 H -3.07999 -0.80215 -0.75986  N3 1.122
11 H 2.83326 -2.28703 0.11543  no bonds
12 H 3.20351 0.18135 0.18711  N4 1.115
13 H 1.36012 2.16780 0.72931  O2 1.081
14 H -2.67173 -0.55389 0.77307  N3 1.064
15 H -0.01106 -2.29610 -0.22264  C9 1.040
16 H -0.86515 2.43883 0.49921  no bonds


5.
Formula: C5H13NO2
Source: the OMol25 dataset
Level of theory: the ωB97M-V functional and the def2-TZVPD basis

Properties
M (g/mol): 119.16
Total energy (Ha): -403.30241
Relative energy (zero: lowest compared OMol25 entry of this formula, charge and spin) (kcal/mol): 172.1
HOMO (eV): -7.330
Frontier orbital gap (eV): 3.465
Charge: 0

Bonds (Å) are listed after each position.
Element x y z (Å)
1 O 2.43591 -2.53851 0.15694  H12 0.977, H16 1.040
2 O 0.80377 -2.37745 -1.69156  H20 0.992
3 N -0.11823 -1.02980 0.49103  C6 1.528, H9 1.050, H19 1.061
4 C 1.20135 0.84597 -0.38880  C6 1.576, H10 1.095, H11 1.149, H17 1.091
5 C -0.97682 1.41125 1.01983  C6 1.520, C7 1.406, H18 1.084
6 C 0.16564 0.45173 0.73150  N3 1.528, C4 1.576, C5 1.520, H13 1.163
7 C -1.65505 2.16493 0.04597  C5 1.406, C8 1.428, H15 1.056
8 C -2.93307 2.77776 0.22298  C7 1.428, H14 1.114, H21 1.094
9 H -1.08467 -1.34864 0.74797  N3 1.050
10 H 1.58978 1.85294 -0.20130  C4 1.095
11 H 0.66554 0.92474 -1.40224  C4 1.149
12 H 2.68782 -3.43297 0.45964  O1 0.977
13 H 0.84061 0.37803 1.67540  C6 1.163
14 H -3.60906 2.48700 1.05895  C8 1.114
15 H -1.23817 2.19170 -0.92383  C7 1.056
16 H 1.87377 -2.54637 -0.71834  O1 1.040
17 H 2.02666 0.13430 -0.43315  C4 1.091
18 H -1.26588 1.41926 2.06465  C5 1.084
19 H 0.15981 -1.50009 -0.41816  N3 1.061
20 H 0.82789 -3.21711 -2.21853  O2 0.992
21 H -3.37617 3.28369 -0.64021  C8 1.094